No. 1
37
Properties=species:S:1:pos:R:3:lowdin_charge:R:1 method="wB97M-V/def2-TZVPD" homo_ha=-0.3129 e_tot_ev=-27317.61156 relative_energy_kcal_mol=188.2 e_lumo_ev=0.24 smiles="NC(=O)CC[C@H](N)C(=O)N[C@@H](Cc1c[nH]cn1)C(=O)O"
O 3.558 2.082 0.552 0.036
O 1.650 2.406 -0.516 0.193
O -0.510 0.549 1.650 0.019
O -5.931 -1.455 -0.629 -0.050
N -1.919 0.109 -1.883 -0.033
N -6.451 -0.125 1.269 0.045
N 5.848 -1.183 0.948 0.008
N 0.502 0.172 -0.382 0.075
N 5.267 -0.678 -1.163 0.115
C 4.448 -0.986 1.148 0.009
C -4.527 0.431 -0.204 -0.200
C 4.134 -0.517 -0.143 -0.304
C 1.820 0.308 0.303 -0.184
C 2.849 -0.408 -0.667 -0.149
C -5.653 -0.340 0.063 -0.493
C -2.011 0.559 -0.358 -0.287
C 2.358 1.708 0.219 -0.498
C -0.627 0.397 0.393 -0.352
C -3.162 -0.245 0.230 -0.194
C 6.217 -1.146 -0.358 -0.231
H -4.486 1.566 0.239 0.179
H -3.084 -0.254 1.464 0.164
H 1.949 3.286 -0.461 0.138
H 2.339 -1.323 -1.075 0.142
H -3.190 -1.356 0.011 0.132
H -1.661 -0.971 -1.806 0.099
H 0.609 0.777 -1.228 0.150
H 7.318 -1.504 -0.679 0.160
H 6.440 -1.575 1.572 0.083
H -6.937 -1.121 1.402 0.131
H -2.481 1.575 -0.621 0.150
H -3.133 -0.047 -2.029 0.133
H 2.940 0.265 -1.620 0.162
H -4.416 0.540 -1.375 0.134
H -5.727 -0.046 2.254 0.194
H 3.954 -1.296 2.150 0.154
H 1.707 -0.155 1.332 0.172

No. 2
96
Properties=species:S:1:pos:R:3:lowdin_charge:R:1 method="wB97M-V/def2-TZVPD" homo_ha=-0.3985 e_tot_ev=-53683.50120 total_charge=+1 e_lumo_ev=-3.18
P 1.323 2.124 -0.503 1.085
O -1.718 -2.148 -5.659 -0.207
C 3.025 -0.217 -2.860 -0.211
C -2.080 -3.463 4.070 -0.098
C -2.441 -3.725 6.435 -0.088
C 6.243 4.847 8.505 -0.089
C -6.390 -0.458 -4.936 -0.111
C 3.809 -0.818 5.986 -0.078
C 1.020 -2.535 -4.656 -0.192
C 2.048 -1.403 -4.979 -0.198
C 0.483 -3.174 -5.976 -0.171
C -4.126 4.010 -0.847 -0.085
C 5.981 5.493 7.303 -0.093
C -2.710 -4.108 5.127 -0.091
C -6.878 1.281 -6.527 -0.095
C -0.901 -2.060 5.631 -0.108
C -3.853 1.276 -1.273 -0.092
C 3.263 -1.581 3.371 -0.109
C 5.315 4.822 6.285 -0.100
C 5.185 2.855 7.667 -0.097
C -7.567 0.367 -7.314 -0.092
C -2.725 2.075 -1.136 -0.121
C -1.173 -2.441 4.323 -0.114
C 4.172 -0.558 3.621 -0.110
C 2.634 -2.226 4.428 -0.093
C -1.538 -2.699 6.687 -0.090
C -7.076 -1.373 -5.725 -0.096
C 2.905 -1.844 5.735 -0.084
C -0.682 -2.374 -6.610 -0.245
C 4.445 -0.178 4.929 -0.092
C 5.847 3.528 8.687 -0.089
C 2.488 -0.768 -1.502 -0.195
C -7.668 -0.960 -6.912 -0.092
C -5.118 1.844 -1.192 -0.082
C 2.032 0.770 0.575 -0.351
C -5.254 3.211 -0.981 -0.075
C -2.561 -1.078 -6.063 -0.111
C 3.234 -1.306 -3.963 -0.195
C 4.915 3.504 6.468 -0.108
C 3.116 0.051 -0.306 -0.255
C -6.293 0.869 -5.336 -0.105
C -2.861 3.441 -0.920 -0.112
H -2.009 -0.247 -6.540 0.087
H 4.393 2.981 5.676 0.085
H 5.155 0.618 5.125 0.095
H 2.765 -1.824 -1.340 0.119
H 4.879 1.826 7.808 0.087
H -6.240 3.653 -0.921 0.109
H 0.110 -4.201 -5.798 0.114
H -1.330 -2.399 7.707 0.103
H -8.208 -1.671 -7.524 0.103
H 6.053 3.024 9.623 0.103
H 3.826 0.834 -0.645 0.100
H -3.747 0.211 -1.443 0.103
H -0.192 -1.264 5.827 0.095
H 3.046 -1.876 2.350 0.086
H 1.275 -3.260 -6.741 0.113
H 1.542 -0.418 -5.056 0.107
H -5.932 -0.779 -4.008 0.093
H -3.073 -0.701 -5.161 0.079
H 0.189 -2.160 -4.030 0.105
H -2.295 -3.758 3.050 0.099
H -8.027 0.688 -8.241 0.102
H 1.931 -3.027 4.233 0.102
H 1.528 -3.343 -4.096 0.105
H 2.467 1.250 1.476 0.091
H -5.998 1.221 -1.294 0.107
H 0.209 2.776 0.103 0.006
H 4.012 0.254 -2.677 0.104
H 2.387 0.584 -3.292 0.094
H 2.314 3.085 -0.859 0.030
H 0.880 1.491 -1.692 0.006
H 6.757 5.372 9.300 0.104
H -1.737 1.630 -1.198 0.057
H -6.798 2.314 -6.842 0.101
H -5.760 1.583 -4.719 0.093
H -0.349 -1.433 -7.095 0.117
H 4.114 -0.975 -4.556 0.108
H 3.694 -0.615 0.363 0.103
H -7.148 -2.408 -5.415 0.101
H 4.019 -0.519 7.005 0.099
H -3.412 -4.908 4.931 0.103
H -0.677 -1.941 3.498 0.088
H 3.529 -2.291 -3.550 0.112
H 5.107 5.326 5.349 0.097
H 4.667 -0.057 2.796 0.092
H 1.390 -0.625 -1.411 0.090
H 6.295 6.519 7.160 0.102
H 2.476 -1.614 -5.978 0.106
H -1.980 4.065 -0.810 0.085
H -1.132 -2.989 -7.424 0.129
H 1.256 0.073 0.938 0.101
H -4.232 5.075 -0.686 0.107
H -3.342 -1.460 -6.749 0.095
H -2.935 -4.225 7.259 0.104
H 2.412 -2.345 6.559 0.108

No. 3
15
Properties=species:S:1:pos:R:3:lowdin_charge:R:1 method="wB97M-V/def2-TZVPD" homo_ha="-0.3298 / -0.3097" e_tot_ev=-7824.82096 relative_energy_kcal_mol=172.9 e_lumo_ev="0.23 / 0.18"
O -0.197 -1.841 0.400 -0.040
N -0.594 -1.813 -0.999 0.080
C -2.293 0.388 0.600 0.086
C 1.737 1.066 0.250 -0.103
C -0.040 -0.708 -0.330 -0.313
C 1.324 -0.117 -0.610 -0.186
H 2.202 1.971 -0.203 0.086
H 2.435 0.711 1.001 0.072
H 1.478 -0.036 -1.682 0.106
H 0.928 1.532 0.707 0.035
H -1.617 -1.766 -0.945 0.090
H 2.072 -0.951 -0.365 0.139
H -2.192 -0.051 1.556 -0.011
H -3.062 0.174 -0.095 -0.015
H -2.180 1.439 0.715 -0.025

No. 4
10
Properties=species:S:1:pos:R:3:lowdin_charge:R:1 method="wB97M-V/def2-TZVPD" homo_ha=-0.3446 e_tot_ev=-20943.61984 relative_energy_kcal_mol=99.9 e_lumo_ev=-1.11 smiles="[O-][N+](=S)c1c[nH]nn1"
S -2.977 -1.002 0.121 0.709
O -1.889 1.316 -0.372 -0.026
N 0.184 -1.537 -0.349 0.045
N 1.613 0.024 0.142 -0.040
N 1.500 -1.376 -0.225 0.031
N -1.836 0.138 -0.136 -0.723
C -0.418 -0.397 -0.158 -0.329
C 0.539 0.674 0.126 -0.072
H 0.645 1.709 0.120 0.114
H 2.639 0.452 0.729 0.293

No. 5
71
Properties=species:S:1:pos:R:3:lowdin_charge:R:1 method="wB97M-V/def2-TZVPD" homo_ha=-0.2455 e_tot_ev=-64273.00044 relative_energy_kcal_mol=0.0 e_lumo_ev=0.31
Tl 0.811 0.956 -0.401 0.579
Te 4.278 0.454 -1.452 1.010
S -3.463 3.714 0.499 1.063
P 0.844 0.497 2.642 0.866
N -1.735 2.043 -0.432 -0.019
C 3.190 -0.585 3.919 -0.146
C 1.092 1.924 3.770 -0.416
C -2.581 -0.466 -4.194 -0.109
C -0.530 -5.863 0.685 -0.095
C -1.673 2.694 -2.813 -0.012
C -3.214 -0.543 -2.958 -0.087
C -0.215 2.652 4.074 -0.155
C -1.590 -0.744 3.283 -0.157
C -1.197 -6.292 -0.453 -0.103
C -1.150 -4.038 -1.315 -0.020
C -2.124 2.843 -1.501 -0.315
C -2.481 -0.778 -1.807 -0.064
C -0.304 -1.067 -0.620 -0.310
C -1.501 -5.373 -1.448 -0.084
C -0.058 -2.187 0.062 -0.124
C -2.363 2.389 0.637 -0.458
C 6.342 0.133 -1.852 -0.489
C 2.522 -0.252 2.589 -0.434
C -0.481 -3.590 -0.173 -0.201
C -0.467 -0.854 -3.103 -0.081
C -3.554 4.700 -2.152 -0.088
C -2.161 3.554 -3.771 -0.066
C -0.113 -0.700 3.667 -0.405
C -3.062 3.826 -1.181 -0.472
C -3.090 4.553 -3.441 -0.083
C 4.524 2.529 -1.094 -0.486
C -0.178 -4.529 0.816 -0.055
C -1.092 -0.952 -1.856 -0.350
C -1.205 -0.624 -4.257 -0.101
H -2.085 0.206 3.494 0.051
H 0.348 -4.196 1.705 0.102
H -3.456 5.214 -4.216 0.103
H -2.017 -5.698 -2.343 0.101
H 3.149 0.424 1.998 0.051
H 1.790 2.603 3.271 0.083
H -3.155 -0.279 -5.093 0.096
H 6.933 0.405 -0.981 -0.005
H -1.395 -3.348 -2.107 0.100
H -0.282 -6.566 1.470 0.098
H 5.182 2.678 -0.242 -0.001
H -1.703 -0.949 2.217 0.054
H -0.910 2.008 4.616 0.062
H 4.932 3.006 -1.982 -0.001
H 0.337 -1.685 3.512 0.071
H 6.482 -0.924 -2.065 -0.012
H 1.569 1.595 4.696 0.072
H -4.288 -0.418 -2.890 0.102
H -0.705 2.977 3.154 0.051
H 4.120 -1.131 3.756 0.072
H 0.541 -2.105 0.973 0.056
H -0.045 3.537 4.687 0.072
H -1.475 -7.331 -0.566 0.096
H -2.223 1.885 1.584 0.060
H 0.609 -0.980 -3.169 0.111
H -2.120 -1.520 3.837 0.072
H 0.014 -0.459 4.726 0.081
H 3.438 0.314 4.483 0.062
H -0.697 -0.569 -5.212 0.102
H 6.642 0.718 -2.717 -0.005
H 3.539 2.934 -0.879 -0.043
H -1.830 3.453 -4.796 0.107
H -2.979 -0.830 -0.846 0.116
H -4.281 5.462 -1.906 0.107
H 2.428 -1.151 1.972 0.067
H -0.976 1.903 -3.061 0.095
H 2.553 -1.208 4.549 0.064

No. 6
19
Properties=species:S:1:pos:R:3:lowdin_charge:R:1 method="wB97M-V/def2-TZVPD" homo_ha=-0.3118 e_tot_ev=-8904.92383 relative_energy_kcal_mol=57.7 e_lumo_ev=0.74 smiles=CCNC.O.O
O 2.392 -1.103 -0.304 -0.053
O 0.014 -3.072 -0.759 -0.153
N -0.750 0.454 0.122 -0.156
C -1.447 0.328 -1.133 -0.167
C 0.389 2.211 1.480 -0.115
C -0.915 1.782 0.807 -0.292
H -1.153 2.666 0.142 0.106
H -0.268 -2.149 -1.059 0.015
H 1.247 1.555 1.162 0.081
H -1.406 1.257 -1.719 0.080
H -1.212 -0.504 -1.869 0.071
H 2.880 -0.324 -0.685 0.072
H -2.460 -0.047 -0.867 0.078
H 0.288 1.996 2.550 0.065
H -0.095 -2.984 0.319 0.130
H 2.263 -1.818 -0.837 -0.046
H -1.879 1.740 1.557 0.143
H 0.570 3.216 1.250 0.037
H -0.926 -0.311 0.778 0.104

No. 7
30
Properties=species:S:1:pos:R:3:lowdin_charge:R:1 method="wB97M-V/def2-TZVPD" homo_ha=-0.4140 e_tot_ev=-20798.95873 relative_energy_kcal_mol=84.3 e_lumo_ev=0.09 smiles=O.O.O.O.O.O.O.O.O.O
O 1.358 4.287 -6.097 -0.055
O 0.716 -1.380 3.725 -0.055
O 0.251 0.037 -0.685 -0.055
O -2.005 4.679 -0.185 -0.055
O -4.812 -2.290 2.957 -0.053
O 4.720 0.048 -1.499 -0.056
O 2.612 -5.117 1.260 -0.053
O -1.725 -5.202 4.525 -0.053
O -5.779 -0.113 -1.177 -0.056
O 5.702 4.207 -3.241 -0.055
H -4.930 -0.201 -1.609 0.029
H 5.717 4.211 -4.198 0.028
H -2.867 4.638 0.229 0.028
H 0.075 -0.166 0.234 0.024
H 0.046 -0.893 4.204 0.029
H -4.757 -1.829 2.120 0.027
H 0.466 0.970 -0.688 0.030
H 5.232 3.405 -3.012 0.026
H 2.155 -4.332 1.561 0.023
H 1.295 5.142 -5.672 0.028
H 5.329 -0.536 -1.047 0.029
H -2.065 5.415 -0.794 0.027
H -2.643 -5.129 4.266 0.029
H 1.450 -1.445 4.336 0.030
H -6.389 0.091 -1.885 0.029
H 3.972 -0.507 -1.719 0.028
H 0.679 3.759 -5.677 0.027
H -1.318 -4.401 4.195 0.020
H 2.503 -5.746 1.973 0.029
H -4.987 -1.601 3.598 0.028

No. 8
30
Properties=species:S:1:pos:R:3:lowdin_charge:R:1 method="wB97M-V/def2-TZVPD" homo_ha="-0.4169 / -0.4217" e_tot_ev=-14650.17026 total_charge=+1 relative_energy_kcal_mol=161.2 e_lumo_ev="-4.57 / -4.47"
N -0.430 -2.438 -0.582 0.044
N 0.948 -0.444 -1.020 -0.096
C -1.694 -1.983 -0.468 -0.100
C -0.090 1.700 0.720 -0.046
C 0.640 -1.777 -1.049 -0.052
C -2.829 -0.233 0.794 -0.069
C -0.423 1.727 -0.711 -0.325
C 0.158 0.569 -1.527 0.038
C 2.569 -0.679 0.944 -0.031
C -1.901 1.507 -0.973 -0.085
C 2.263 -0.127 -0.445 -0.178
C -2.374 -1.516 0.703 -0.116
C -2.830 0.816 -0.316 -0.079
H 2.897 -0.597 -1.246 0.153
H -0.073 2.583 -1.312 0.157
H 1.671 -0.638 1.488 0.063
H 1.491 -2.431 -1.020 0.140
H -3.931 0.953 -0.550 0.136
H 3.452 -0.153 1.232 0.093
H -0.103 -3.361 -0.085 0.223
H -0.434 0.264 -2.430 0.147
H 0.957 2.029 0.745 0.093
H -0.657 2.406 1.283 0.097
H -2.368 2.226 -1.570 0.100
H 2.355 0.960 -0.492 0.125
H -2.107 -1.578 -1.447 0.149
H 2.738 -1.703 0.796 0.056
H -2.143 -2.083 1.648 0.128
H -0.212 0.701 1.121 0.080
H -3.290 -0.031 1.873 0.159

No. 9
24
Properties=species:S:1:pos:R:3:lowdin_charge:R:1 method="wB97M-V/def2-TZVPD" homo_ha=-0.4574 e_tot_ev=-9658.28808 total_charge=+1 relative_energy_kcal_mol=5.3 e_lumo_ev=-4.38
N 0.520 0.549 0.083 -0.104
C 1.486 -0.265 -1.973 -0.208
C -1.304 -1.273 1.002 0.011
C 1.763 -0.074 -0.471 -0.132
C -0.010 1.322 -1.006 -0.201
C -2.202 -0.787 3.712 0.012
C 0.382 0.673 -2.322 -0.217
C 1.765 0.913 -2.881 -0.038
B -1.591 -1.070 2.413 0.079
H 1.934 0.684 -3.863 0.073
H -0.639 -2.182 0.846 0.137
H 1.752 -0.996 -0.085 0.058
H -0.559 -0.658 0.350 0.073
H -0.479 0.450 -2.993 0.154
H 1.532 -1.331 -2.162 0.138
H -2.959 -1.487 4.196 0.126
H 2.430 1.745 -2.536 0.135
H 0.376 2.407 -0.988 0.144
H -1.609 -0.489 4.625 0.115
H -2.626 0.261 3.603 0.126
H -2.245 -1.299 0.497 0.096
H -1.126 1.466 -0.899 0.125
H 2.674 0.542 -0.177 0.151
H 0.733 0.898 1.028 0.147

No. 10
17
Properties=species:S:1:pos:R:3:lowdin_charge:R:1 method="wB97M-V/def2-TZVPD" homo_ha=-0.4759 e_tot_ev=-18568.87203 total_charge=+1 relative_energy_kcal_mol=92.3 e_lumo_ev=-4.88
S 2.537 0.334 1.277 0.945
N -0.883 0.657 1.623 0.118
N -1.606 0.301 -0.488 -0.053
N -2.915 -0.013 0.035 0.058
C 1.908 0.407 -0.250 -0.478
C 1.743 -0.708 -1.231 -0.114
C -0.657 0.623 0.345 -0.188
H -1.778 0.548 2.084 0.115
H -0.146 0.834 2.252 0.060
H 1.429 -1.672 -0.916 0.085
H 1.110 -0.506 -2.057 0.075
H 2.010 1.304 -0.699 0.037
H -3.154 -0.990 -0.215 0.109
H 2.627 -0.976 1.684 -0.038
H -1.293 0.093 -1.349 0.078
H 2.661 -0.882 -1.714 0.085
H -3.593 0.645 -0.381 0.107

No. 11
12
Properties=species:S:1:pos:R:3:lowdin_charge:R:1 method="wB97M-V/def2-TZVPD" homo_ha=-0.3040 e_tot_ev=-25346.59756 relative_energy_kcal_mol=33.4 e_lumo_ev=0.38 smiles="C=CN.SS"
S -0.766 2.242 -0.255 0.227
S -2.779 2.280 -0.875 0.202
N 1.586 -0.198 -0.181 -0.019
C 1.046 -1.037 0.850 -0.269
C -0.034 -1.779 0.617 -0.030
H -0.294 -2.604 1.261 0.039
H -0.686 -1.535 -0.214 0.049
H 1.889 -1.295 1.476 0.096
H -0.333 3.022 -1.255 -0.205
H 2.535 -0.333 -0.472 0.065
H 0.965 -0.057 -0.965 0.034
H -3.131 1.294 0.012 -0.188

No. 12
23
Properties=species:S:1:pos:R:3:mulliken_spin:R:1 method="wB97M-V/def2-TZVPD" homo_ha="-0.1978 / -0.3320" e_tot_ev=-23877.31864 relative_energy_kcal_mol=105.7 e_lumo_ev="0.82 / -2.10" spin_multiplicity=3
S -2.138 1.642 1.427 0.077
O -2.860 0.341 1.246 0.075
N -0.151 -0.768 0.317 0.185
C 0.548 -0.735 -2.240 -0.075
C -0.083 2.715 3.113 -0.013
C -0.601 1.653 0.331 0.479
C -0.077 0.495 -0.273 0.054
C -0.643 1.548 2.368 0.714
C 0.579 -1.934 -1.690 0.174
C 0.209 -1.887 -0.353 -0.030
C 0.404 0.486 -1.595 0.223
C 1.073 -3.150 -2.340 -0.002
H 1.484 -3.061 -3.316 0.001
H -0.610 2.619 -0.111 -0.002
H 0.986 -0.613 -3.259 0.002
H 0.987 2.602 3.231 0.017
H 0.198 -2.794 0.236 -0.002
H 0.007 -3.629 -2.452 0.022
H 0.443 1.314 -2.311 0.008
H -0.467 0.518 2.628 0.014
H -0.438 3.623 2.582 0.004
H 1.679 -3.811 -1.756 0.006
H -0.529 2.826 4.217 0.072